1.
The following is a DFT calculation (ωB97M-V/def2-TZVPD) of the molecule C21H22ClN3O6S in a non-equilibrium geometry.

Element x y z (Å)
1 C -2.68 -1.64 2.12
2 C -3.51 -0.64 1.37
3 C -4.53 0.05 2.02
4 C -5.29 1.00 1.36
5 C -5.02 1.27 0.03
6 Cl -5.95 2.45 -0.82
7 C -4.02 0.59 -0.65
8 C -3.27 -0.36 0.02
9 N -2.25 -1.08 -0.63
10 C -1.53 -0.69 -1.71
11 O -1.71 0.30 -2.38
12 C -0.39 -1.67 -2.04
13 N 0.23 -2.32 -0.91
14 C 0.18 -3.68 -0.82
15 O -0.44 -4.37 -1.59
16 C 0.93 -4.26 0.37
17 O 2.10 -3.56 0.73
18 C 1.96 -2.21 0.79
19 C 2.79 -1.47 1.62
20 C 2.64 -0.10 1.72
21 C 1.64 0.52 0.99
22 S 1.32 2.28 1.18
23 O 1.99 2.72 2.37
24 O -0.09 2.46 1.05
25 N 2.03 3.07 -0.09
26 C 3.47 3.21 -0.09
27 C 4.11 2.14 -0.98
28 O 3.56 2.17 -2.28
29 C 2.17 1.94 -2.26
30 C 1.45 2.98 -1.41
31 C 0.82 -0.19 0.14
32 C 0.99 -1.56 0.00
33 H -1.63 -1.37 2.09
34 H -2.99 -1.68 3.16
35 H -2.80 -2.65 1.70
36 H -4.73 -0.15 3.06
37 H -6.07 1.54 1.87
38 H -3.81 0.81 -1.68
39 H -1.97 -1.92 -0.16
40 H 0.36 -1.12 -2.62
41 H -0.80 -2.47 -2.67
42 H 0.24 -4.30 1.23
43 H 1.24 -5.28 0.13
44 H 3.54 -2.00 2.19
45 H 3.25 0.49 2.38
46 H 3.80 3.13 0.94
47 H 3.72 4.20 -0.48
48 H 5.18 2.32 -1.10
49 H 3.96 1.14 -0.53
50 H 1.84 1.99 -3.30
51 H 1.98 0.93 -1.87
52 H 0.39 2.74 -1.29
53 H 1.53 3.96 -1.88
54 H 0.06 0.35 -0.40

Results
SMILES: Cc1ccc(Cl)cc1NC(=O)CN1C(=O)COc2ccc(S(=O)(=O)N3CCOCC3)cc21
E in eV: -62247.4966
Strongest force on any atom in eV Å⁻¹: 1.04
Gap between HOMO and LUMO in eV: 9.069

---

2.
The following is a DFT calculation (ωB97M-V/def2-TZVPD) of a structure of composition C20H15BeBr2N6O2S.

Element x y z (Å)
1 Be -0.45 -0.49 0.17
2 Br -1.55 2.81 5.39
3 C -1.13 1.98 3.77
4 C -1.50 2.56 2.57
5 C -1.20 1.89 1.40
6 N -0.57 0.72 1.40
7 C -0.17 0.17 2.56
8 C -0.44 0.77 3.78
9 C 0.56 -1.11 2.38
10 C 1.19 -1.82 3.38
11 C 1.88 -2.97 3.02
12 Br 2.73 -3.99 4.33
13 C 1.94 -3.36 1.69
14 C 1.27 -2.60 0.75
15 N 0.59 -1.50 1.09
16 H -2.00 3.52 2.55
17 H -1.47 2.30 0.43
18 H -0.13 0.32 4.71
19 H 1.17 -1.50 4.41
20 H 2.49 -4.23 1.39
21 H 1.28 -2.84 -0.31
22 N -1.45 0.32 -7.83
23 C -0.88 0.07 -6.61
24 C -0.51 -1.24 -6.26
25 C 0.04 -1.50 -5.02
26 C 0.24 -0.45 -4.13
27 C -0.13 0.85 -4.46
28 C -0.68 1.11 -5.69
29 S 0.88 -0.76 -2.55
30 O 1.27 -2.15 -2.45
31 O 1.82 0.26 -2.18
32 N -0.38 -0.52 -1.48
33 C -1.46 -1.36 -1.44
34 N -1.97 -1.32 -0.18
35 C -3.04 -2.07 0.10
36 C -3.61 -2.86 -0.87
37 C -3.00 -2.85 -2.12
38 N -1.93 -2.13 -2.42
39 H -1.43 -0.39 -8.54
40 H -1.57 1.26 -8.14
41 H -0.65 -2.05 -6.97
42 H 0.32 -2.50 -4.73
43 H 0.05 1.65 -3.75
44 H -0.96 2.12 -5.97
45 H -3.43 -2.02 1.11
46 H -4.48 -3.46 -0.66
47 H -3.38 -3.47 -2.93

Results
E in eV: -185339.4344
Strongest force on any atom in eV Å⁻¹: 0.54
Net charge: +1
Gap between HOMO and LUMO in eV: 6.193

---

3.
The following is a DFT calculation (ωB97M-V/def2-TZVPD) of the molecule C5H11NO.

Element x y z (Å)
1 C 0.66 1.16 0.96
2 C 0.64 -0.14 0.15
3 C 0.52 -1.45 0.91
4 N -0.38 -0.06 -0.88
5 C -1.69 0.05 -0.21
6 C 0.17 0.33 -2.09
7 O 1.36 0.61 -2.21
8 H -0.04 1.20 1.80
9 H 1.67 1.31 1.34
10 H 0.43 2.00 0.29
11 H 1.57 -0.15 -0.40
12 H 0.23 -2.25 0.21
13 H 1.51 -1.70 1.31
14 H -0.19 -1.45 1.74
15 H -1.50 0.06 0.87
16 H -2.20 0.99 -0.41
17 H -2.34 -0.81 -0.38
18 H -0.43 0.30 -3.01

Results
SMILES: CC(C)N(C)C=O
E in eV: -8900.3790
Strongest force on any atom in eV Å⁻¹: 0.77
Gap between HOMO and LUMO in eV: 10.145
Energy above the lowest of the compared OMol25 structures with the same formula, charge and spin in kJ/mol: 127.2

---

4.
The following is a DFT calculation (ωB97M-V/def2-TZVPD) of a structure of composition C62H55AsBrF3IN2O2Ru in a non-equilibrium geometry.

Element x y z (Å)
1 Ru -0.12 0.29 0.24
2 I 2.11 1.34 -1.37
3 C 0.73 2.16 -2.67
4 C 1.15 2.70 -3.85
5 C 0.19 3.32 -4.70
6 C -1.10 3.42 -4.30
7 C -1.53 2.89 -3.06
8 C -2.87 3.08 -2.63
9 C -3.26 2.64 -1.40
10 C -2.35 1.93 -0.58
11 C -1.07 1.64 -0.97
12 C -0.61 2.19 -2.22
13 H 2.19 2.66 -4.14
14 H 0.51 3.73 -5.65
15 H -1.83 3.91 -4.93
16 H -3.55 3.63 -3.27
17 H -4.26 2.83 -1.04
18 H -2.69 1.61 0.39
19 C 4.54 -5.90 0.30
20 C 5.00 -4.85 1.30
21 C 6.43 -4.44 0.95
22 C 4.98 -5.47 2.70
23 C 4.10 -3.61 1.28
24 C 2.99 -3.50 0.47
25 C 2.24 -2.33 0.50
26 Br 0.73 -2.24 -0.63
27 C 2.51 -1.21 1.28
28 O 1.78 -0.10 1.25
29 C 3.65 -1.34 2.13
30 C 4.38 -2.51 2.10
31 C 4.03 -0.20 3.08
32 C 4.37 1.05 2.25
33 C 5.25 -0.53 3.93
34 C 2.85 0.07 4.03
35 H 5.23 -6.75 0.32
36 H 4.53 -5.51 -0.72
37 H 3.54 -6.28 0.54
38 H 7.08 -5.32 0.93
39 H 6.84 -3.74 1.68
40 H 6.47 -3.96 -0.03
41 H 5.61 -6.36 2.74
42 H 3.96 -5.76 2.98
43 H 5.34 -4.77 3.46
44 H 2.68 -4.30 -0.19
45 H 5.24 -2.59 2.76
46 H 5.18 0.83 1.55
47 H 4.69 1.86 2.91
48 H 3.50 1.40 1.69
49 H 6.13 -0.74 3.31
50 H 5.07 -1.39 4.58
51 H 5.49 0.33 4.56
52 H 1.99 0.46 3.48
53 H 3.15 0.81 4.79
54 H 2.55 -0.85 4.54
55 C 4.02 5.01 3.04
56 C 3.53 5.17 1.74
57 C 2.40 4.48 1.33
58 C 1.75 3.62 2.22
59 C 2.25 3.44 3.50
60 C 3.38 4.14 3.91
61 As 0.18 2.64 1.62
62 C -0.84 4.14 0.92
63 C -0.68 4.77 -0.31
64 C -1.52 5.81 -0.66
65 C -2.54 6.20 0.21
66 C -2.69 5.58 1.44
67 C -1.83 4.55 1.81
68 C -1.84 3.83 3.11
69 C -2.65 4.14 4.20
70 C -2.50 3.44 5.38
71 C -1.56 2.42 5.49
72 C -0.77 2.09 4.40
73 C -0.90 2.81 3.22
74 H 4.90 5.55 3.36
75 H 4.03 5.84 1.05
76 H 2.03 4.62 0.33
77 H 1.77 2.76 4.18
78 H 3.76 4.00 4.91
79 H 0.09 4.44 -1.00
80 H -1.40 6.30 -1.61
81 H -3.21 7.00 -0.08
82 H -3.47 5.90 2.11
83 H -3.38 4.94 4.13
84 H -3.12 3.70 6.24
85 H -1.45 1.88 6.42
86 H -0.07 1.27 4.47
87 C -6.40 -0.48 -1.55
88 N -5.46 -0.99 -0.56
89 N -4.17 -1.25 -1.02
90 C -3.24 -0.89 -0.04
91 O -2.03 -1.05 -0.21
92 C -4.02 -0.36 1.05
93 C -5.32 -0.39 0.67
94 C -6.51 0.17 1.37
95 C -3.98 -2.30 -1.96
96 C -4.92 -3.32 -2.07
97 C -4.70 -4.35 -2.98
98 C -3.54 -4.39 -3.74
99 C -2.60 -3.37 -3.60
100 C -2.82 -2.32 -2.72
101 H -6.38 -1.13 -2.42
102 H -6.15 0.53 -1.86
103 H -7.40 -0.50 -1.12
104 H -3.62 -0.05 1.99
105 H -6.20 0.58 2.33
106 H -7.27 -0.59 1.54
107 H -6.96 0.98 0.79
108 H -5.80 -3.31 -1.45
109 H -5.43 -5.14 -3.07
110 H -3.37 -5.20 -4.44
111 H -1.69 -3.39 -4.18
112 H -2.09 -1.53 -2.61
113 F -5.25 -3.39 7.16
114 C -3.93 -3.68 7.11
115 F -3.43 -3.35 8.32
116 F -3.83 -5.02 6.99
117 C -3.24 -2.95 6.00
118 C -2.48 -3.62 5.06
119 C -1.85 -2.91 4.05
120 C -1.98 -1.52 3.96
121 C -2.77 -0.86 4.91
122 C -3.40 -1.57 5.92
123 C -1.34 -0.80 2.90
124 C -0.82 -0.15 2.02
125 H -2.37 -4.69 5.12
126 H -1.25 -3.43 3.31
127 H -2.90 0.21 4.83
128 H -4.01 -1.05 6.65

Results
Spin multiplicity: 2
E in eV: -221976.5919
Strongest force on any atom in eV Å⁻¹: 3.23
Expectation value of S²: 0.7573
Gap between HOMO and LUMO (alpha / beta) in eV: 6.992 / 7.093
Energy above the lowest of the compared OMol25 structures with the same formula, charge and spin in kJ/mol: 150.5